Record 1
Below is a single C5H11N molecule, with properties calculated with ωB97M-V/def2-TZVPD.

Last column: natural (NBO) charge in e.
Atoms and positions in Å:
C -0.870 0.537 1.809  -0.62
C -0.542 0.697 0.344  -0.06
C -0.413 -0.422 -0.648  -0.08
C -0.447 -1.918 -0.404  -0.62
N 0.751 0.240 -0.112  -0.42
C 1.582 1.001 -1.016  -0.41
H -0.372 1.315 2.401  0.21
H -1.950 0.614 1.983  0.21
H -0.524 -0.433 2.178  0.22
H -0.909 1.634 -0.095  0.18
H -0.722 -0.126 -1.658  0.18
H 0.550 -2.303 -0.652  0.22
H -1.173 -2.425 -1.047  0.21
H -0.650 -2.185 0.639  0.21
H 2.004 0.302 -1.746  0.20
H 2.415 1.445 -0.467  0.20
H 1.055 1.796 -1.568  0.17

- multiplicity = 1
- HOMO (eV) = -9.01
- Kohn-Sham gap (Ha) = 0.376
- energy above the lowest of the compared OMol25 structures with the same formula, charge and spin (kcal/mol) = 27.82
- structure (SMILES) = C[C@@H]1[C@H](C)N1C
- E_LUMO (eV) = 1.227
- charge = 0

Record 2
Below is 5 unconnected molecules or ions with the total composition C69H49N3O9P2 in a non-equilibrium geometry, with properties calculated with ωB97M-V/def2-TZVPD.

Last column: Mulliken charge in e.
Atoms and positions in Å:
C -3.100 5.596 -1.557  -0.58
C -2.930 6.551 -0.588  -0.21
C -2.020 7.836 -0.829  -0.69
C -0.780 7.313 -1.663  0.40
C 0.072 6.278 -1.006  -0.56
N 1.141 5.733 -1.624  -0.42
C 1.352 6.217 -2.913  0.04
C 2.510 5.613 -3.680  0.57
C 3.378 4.530 -2.973  -1.30
C 2.799 6.025 -5.047  0.41
P 4.142 5.382 -6.170  -0.16
C 5.232 6.902 -6.474  -0.98
O 5.130 4.233 -5.430  -0.35
C 1.919 7.114 -5.637  -0.83
C 0.825 7.701 -4.901  0.25
P -0.224 9.055 -5.665  0.26
N 0.366 10.504 -5.295  -0.69
C 0.486 7.250 -3.492  0.55
N -0.617 7.857 -2.895  -0.42
H -3.048 5.891 -2.643  0.24
H -3.348 4.537 -1.305  0.25
H -3.413 6.400 0.408  0.33
H -2.563 8.664 -1.347  0.32
H -1.642 8.120 0.196  0.28
H -0.190 5.930 0.020  0.43
H 3.005 3.524 -3.337  0.27
H 4.483 4.658 -3.125  0.37
H 3.231 4.501 -1.854  0.34
H 6.068 6.559 -7.137  0.32
H 5.652 7.307 -5.511  0.31
H 4.653 7.690 -7.039  0.33
H 4.792 3.329 -5.548  0.34
H 2.133 7.446 -6.688  0.17
H -1.517 8.955 -5.083  0.07
H -0.290 8.915 -7.089  0.08
H 0.567 10.960 -6.196  0.22
O -3.967 1.836 7.244  -0.68
C -3.877 2.658 6.351  0.58
C -3.547 2.236 4.967  0.45
C -3.359 0.885 4.687  -0.78
C -3.089 0.477 3.389  -0.38
C -3.006 1.416 2.364  -0.74
C -3.174 2.765 2.642  -0.58
C -3.439 3.180 3.945  0.19
C -3.600 4.626 4.234  0.48
O -3.453 5.453 3.353  -0.69
C -3.950 5.047 5.613  0.18
C -4.139 6.398 5.891  -0.48
C -4.499 6.798 7.170  -0.50
C -4.672 5.851 8.176  -0.45
C -4.470 4.505 7.906  -0.57
C -4.104 4.099 6.626  0.14
H -3.428 0.150 5.480  0.52
H -2.948 -0.576 3.172  0.43
H -2.807 1.095 1.349  0.44
H -3.103 3.493 1.842  0.72
H -4.010 7.138 5.111  0.46
H -4.650 7.850 7.384  0.40
H -4.962 6.165 9.172  0.40
H -4.603 3.772 8.693  0.46
O -4.860 -2.726 1.586  -0.68
C -5.856 -3.410 1.737  0.48
C -6.725 -3.226 2.925  0.09
C -6.407 -2.248 3.862  -0.61
C -7.233 -2.040 4.957  -0.56
C -8.383 -2.809 5.119  -0.47
C -8.694 -3.798 4.197  -0.65
C -7.864 -4.014 3.101  0.48
C -8.196 -5.085 2.129  0.58
O -9.158 -5.807 2.310  -0.67
C -7.338 -5.256 0.930  0.15
C -7.658 -6.233 -0.008  -0.55
C -6.882 -6.380 -1.149  -0.46
C -5.784 -5.549 -1.357  -0.48
C -5.454 -4.584 -0.418  -0.49
C -6.226 -4.437 0.731  0.12
H -5.516 -1.643 3.737  0.67
H -6.986 -1.274 5.683  0.48
H -9.035 -2.638 5.968  0.39
H -9.587 -4.398 4.330  0.47
H -8.515 -6.879 0.147  0.46
H -7.135 -7.139 -1.880  0.40
H -5.184 -5.659 -2.254  0.40
H -4.596 -3.942 -0.584  0.46
O 4.555 1.143 -0.834  -0.69
C 5.358 0.295 -1.176  0.49
C 5.501 -0.965 -0.404  0.13
C 4.693 -1.185 0.708  -0.55
C 4.791 -2.376 1.412  -0.62
C 5.697 -3.354 1.008  -0.43
C 6.516 -3.131 -0.090  -0.62
C 6.425 -1.935 -0.796  0.18
C 7.318 -1.700 -1.957  0.69
O 8.160 -2.522 -2.265  -0.68
C 7.161 -0.449 -2.740  0.40
C 7.968 -0.231 -3.855  -0.63
C 7.807 0.919 -4.613  -0.68
C 6.839 1.857 -4.261  -0.46
C 6.043 1.650 -3.144  -0.57
C 6.205 0.499 -2.377  -0.01
H 3.983 -0.429 1.024  0.47
H 4.158 -2.547 2.275  0.42
H 5.764 -4.290 1.551  0.45
H 7.223 -3.893 -0.398  0.54
H 8.719 -0.961 -4.135  0.47
H 8.433 1.086 -5.482  0.40
H 6.707 2.751 -4.859  0.73
H 5.293 2.384 -2.873  0.59
O 2.098 -10.677 -1.770  -0.67
C 2.488 -9.800 -1.023  0.57
C 3.329 -8.690 -1.535  0.43
C 3.655 -8.643 -2.888  -0.64
C 4.408 -7.587 -3.383  -0.52
C 4.837 -6.574 -2.529  -0.49
C 4.528 -6.627 -1.178  -0.56
C 3.779 -7.687 -0.676  0.10
C 3.471 -7.741 0.774  0.47
O 3.910 -6.895 1.532  -0.67
C 2.614 -8.840 1.284  0.13
C 2.287 -8.884 2.636  -0.49
C 1.459 -9.888 3.117  -0.48
C 0.954 -10.852 2.249  -0.46
C 1.289 -10.820 0.902  -0.54
C 2.124 -9.817 0.416  0.15
H 3.319 -9.426 -3.557  0.47
H 4.657 -7.549 -4.437  0.39
H 5.414 -5.743 -2.919  0.52
H 4.868 -5.839 -0.516  0.58
H 2.674 -8.133 3.315  0.46
H 1.202 -9.918 4.170  0.40
H 0.300 -11.630 2.624  0.39
H 0.896 -11.575 0.232  0.46

- multiplicity = 1
- HOMO (eV) = -7.98
- Kohn-Sham gap (Ha) = 0.253
- structure (SMILES) = C=CCc1cnc2c(C)c(P(C)O)cc([PH2]=N)c2n1.O=C1c2ccccc2C(=O)c2ccccc21.O=C1c2ccccc2C(=O)c2ccccc21.O=C1c2ccccc2C(=O)c2ccccc21.O=C1c2ccccc2C(=O)c2ccccc21
- E_LUMO (eV) = -1.105
- charge = 0

Record 3
Below is a single C6H6Cl2SSi molecule in a non-equilibrium geometry, with properties calculated with ωB97M-V/def2-TZVPD.

Last column: natural (NBO) charge in e.
Atoms and positions in Å:
S 1.623 -1.067 2.742  0.06
C 0.751 -1.319 1.392  -0.11
C 1.398 -0.941 0.192  -0.29
C 0.621 -0.358 -0.811  -0.16
C -0.814 0.003 -0.668  -0.25
C -1.502 -0.535 0.371  -0.15
C -0.773 -1.585 1.242  -0.68
Si -1.031 -3.481 0.454  1.28
Cl -0.578 -3.904 -1.527  -0.37
Cl 0.354 -4.358 1.654  -0.34
H 2.466 -1.201 0.054  0.25
H 1.010 -0.074 -1.756  0.21
H -1.019 0.798 -1.342  0.22
H -2.510 -0.394 0.558  0.21
H -1.198 -1.510 2.335  0.28
H -2.350 -4.015 0.297  -0.16

- multiplicity = 1
- HOMO (spin up / spin down) (eV) = -8.54 / -8.54
- Kohn-Sham gap (spin up / spin down) (Ha) = 0.278 / 0.278
- energy above the lowest of the compared OMol25 structures with the same formula, charge and spin (kcal/mol) = 0.00
- structure (SMILES) = S=C1C=CC=C[C@H]1[SiH](Cl)Cl
- E_LUMO (spin up / spin down) (eV) = -0.963 / -0.963
- charge = 0

Record 4
Below is a molecular structure, C6H14GaN2SSbSe4, with properties calculated with ωB97M-V/def2-TZVPD.

Last column: natural (NBO) charge in e.
Atoms and positions in Å:
Ga 0.521 0.203 0.433  1.26
C -2.075 0.310 1.598  -0.25
C -2.125 1.372 0.501  -0.25
N -0.745 1.774 0.094  -0.71
C -0.593 2.152 -1.337  -0.25
C -0.856 0.972 -2.276  -0.53
S -0.159 -0.629 -1.697  0.35
C -1.633 -1.518 -1.041  -0.53
C -1.499 -1.889 0.432  -0.25
N -1.067 -0.754 1.295  -0.71
H -1.768 0.767 2.540  0.25
H -3.062 -0.129 1.750  0.25
H -2.643 1.006 -0.381  0.22
H -2.681 2.239 0.856  0.26
H -0.431 2.557 0.666  0.44
H -1.262 2.975 -1.591  0.25
H 0.432 2.504 -1.460  0.25
H -1.914 0.800 -2.468  0.25
H -0.387 1.168 -3.239  0.29
H -2.511 -0.913 -1.250  0.24
H -1.722 -2.432 -1.625  0.29
H -2.443 -2.300 0.794  0.25
H -0.740 -2.665 0.543  0.24
H -0.758 -1.148 2.182  0.44
Se 6.123 0.053 2.476  0.07
Sb 4.674 -0.578 0.567  0.89
Se 5.126 0.319 -1.535  -0.38
Se 4.091 -2.962 0.308  -0.04
Se 2.446 0.605 1.491  -0.59

- multiplicity = 1
- HOMO (spin up / spin down) (eV) = -13.89 / -14.04
- Kohn-Sham gap (spin up / spin down) (Ha) = 0.207 / 0.213
- energy above the lowest of the compared OMol25 structures with the same formula, charge and spin (kcal/mol) = 0.00
- E_LUMO (spin up / spin down) (eV) = -8.268 / -8.242
- charge = +2

Record 5
Below is 3 unconnected molecules or ions with the total composition C5H14O2 in a non-equilibrium geometry, with properties calculated with ωB97M-V/def2-TZVPD.

Last column: natural (NBO) charge in e.
Atoms and positions in Å:
C -0.911 1.823 -1.465  -0.72
C 0.314 1.935 -0.558  -0.53
C 0.793 0.732 0.238  -0.36
C -0.136 0.260 1.143  -0.31
C 0.324 -0.683 2.221  -0.66
H -1.251 0.785 -1.540  0.20
H -0.699 2.180 -2.469  0.20
H -1.774 2.325 -1.007  0.18
H 0.136 2.727 0.161  0.18
H 1.139 2.414 -1.122  0.19
H 1.806 0.359 0.256  0.19
H -1.106 0.756 1.158  0.18
H 0.831 -0.133 2.997  0.20
H 0.922 -1.433 1.679  0.21
H -0.473 -1.253 2.694  0.20
H -0.443 -2.126 0.089  0.50
H -1.841 -1.441 -0.067  0.47
O -1.403 -2.279 -0.002  -0.98
H 1.981 -1.963 -1.372  0.37
H 0.495 -2.338 -1.752  0.44
O 1.296 -2.644 -1.283  -1.14

- multiplicity = 2
- HOMO (spin up / spin down) (eV) = 0.94 / -4.97
- Kohn-Sham gap (spin up / spin down) (Ha) = 0.114 / 0.323
- energy above the lowest of the compared OMol25 structures with the same formula, charge and spin (kcal/mol) = 22.54
- E_LUMO (spin up / spin down) (eV) = 4.032 / 3.821
- charge = -1

Record 6
Below is 2 unconnected molecules or ions with the total composition C5H14 in a non-equilibrium geometry, with properties calculated with ωB97M-V/def2-TZVPD.

Last column: natural (NBO) charge in e.
Atoms and positions in Å:
C -1.093 1.799 1.299  -0.60
C 0.309 2.110 0.716  -0.40
C 1.288 2.520 1.785  -0.61
H -1.073 1.044 2.087  0.20
H -1.791 1.541 0.506  0.21
H -1.446 2.714 1.780  0.19
H 0.601 1.337 0.002  0.20
H 0.031 2.918 0.023  0.19
H 0.836 3.292 2.404  0.21
H 1.651 1.657 2.334  0.21
H 2.104 3.081 1.318  0.21
C -0.595 -3.151 -1.187  -0.61
C 0.159 -3.066 -2.497  -0.61
H -0.985 -4.150 -0.978  0.20
H 0.127 -3.005 -0.382  0.21
H -1.434 -2.468 -1.278  0.21
H -0.456 -3.309 -3.376  0.20
H 1.088 -3.614 -2.601  0.20
H 0.333 -2.014 -2.764  0.20

- multiplicity = 1
- HOMO (eV) = -11.20
- Kohn-Sham gap (Ha) = 0.448
- energy above the lowest of the compared OMol25 structures with the same formula, charge and spin (kcal/mol) = 11.35
- structure (SMILES) = CCC.CC
- E_LUMO (eV) = 1.004
- charge = 0